Entry 1:
C35H55BEuF4NP3Si | wB97M-V/def2-TZVPD

## Properties
Relative energy (zero: lowest compared OMol25 entry of this formula, charge and spin)   0.0 kcal/mol
2S+1   8
Maximum force   1.2 eV Å⁻¹
HOMO energy (spin up / spin down)   -6.783 / -6.996 eV
LUMO energy (spin up / spin down)   0.01184 / 0.01155 Ha

```
101
Properties=species:S:1:pos:R:3:forces:R:3
Eu 0.20659 0.28677 0.66279 -0.08 0.42 -1.17
C -1.06846 -0.99905 -1.15846 -0.38 0.23 -0.18
Si -0.14532 -2.43737 -1.68233 -0.01 -0.80 -0.05
C 1.50746 -1.85592 -2.37629 0.15 0.19 -0.12
N 2.19306 -0.82342 -1.56060 -0.15 -0.06 0.19
C 2.87777 0.14912 -2.40716 0.00 0.11 0.00
C 3.93124 -0.47934 -3.33074 0.01 0.08 -0.05
C 4.67314 -1.62942 -2.62620 0.00 -0.05 -0.13
C 4.59817 -1.46580 -1.11408 0.08 0.04 0.08
C 3.15022 -1.41122 -0.60305 -0.08 -0.04 0.21
C 0.11297 -3.66065 -0.26687 0.07 0.01 0.13
C -0.73875 -3.65128 0.83711 -0.06 0.09 0.05
C -0.58092 -4.53594 1.89485 0.04 -0.02 0.01
C 0.45411 -5.45827 1.87249 -0.02 -0.02 0.01
C 1.31095 -5.50051 0.78079 -0.02 0.00 0.02
C 1.13216 -4.61642 -0.27297 0.06 0.01 -0.06
C -0.83105 -3.52840 -3.08667 -0.03 0.13 -0.14
C -1.02336 -2.97856 -4.36025 0.00 0.05 0.00
C -1.55150 -3.71611 -5.40853 0.00 -0.04 -0.01
C -1.91475 -5.04144 -5.20735 -0.01 0.00 -0.01
C -1.74912 -5.60886 -3.95437 0.03 0.02 0.03
C -1.21219 -4.85957 -2.91319 0.02 -0.07 0.04
H -2.05891 -1.28367 -0.79532 -0.09 0.01 0.05
H -1.23159 -0.36734 -2.04739 0.00 0.11 0.08
H 1.23232 -1.39650 -3.33355 0.01 0.04 0.01
H 2.17977 -2.67932 -2.64623 -0.05 -0.03 0.02
H 3.34935 0.87866 -1.74745 0.02 -0.03 0.01
H 2.13137 0.70101 -2.98438 0.01 -0.04 -0.04
H 4.63306 0.30165 -3.63816 0.02 -0.01 0.03
H 3.45976 -0.83588 -4.24793 0.00 -0.05 0.02
H 5.71443 -1.66594 -2.95121 0.00 0.03 0.02
H 4.23834 -2.58739 -2.91872 -0.01 0.01 0.05
H 5.11669 -0.53950 -0.84462 0.00 0.01 0.00
H 5.13497 -2.26584 -0.60118 -0.02 -0.02 -0.02
H 3.12975 -0.84413 0.33866 0.04 0.04 -0.10
H 2.78637 -2.40448 -0.33258 0.04 0.01 -0.09
H -1.53684 -2.91748 0.88651 0.01 0.00 -0.04
H -1.25364 -4.49388 2.74261 0.00 0.01 0.01
H 0.59586 -6.13971 2.70176 -0.01 -0.01 0.00
H 2.11817 -6.22192 0.75422 0.01 -0.01 -0.01
H 1.80801 -4.67719 -1.12120 0.00 0.02 -0.02
H -0.76886 -1.93891 -4.54558 0.02 0.01 0.04
H -1.68455 -3.25978 -6.38192 0.00 0.01 0.00
H -2.32668 -5.62539 -6.02087 -0.01 0.01 -0.01
H -2.03599 -6.63903 -3.78235 0.00 -0.01 -0.01
H -1.08796 -5.33196 -1.94539 0.01 0.02 0.02
C 4.41608 2.57435 -0.12120 0.06 -0.01 -0.02
P 2.75423 2.51825 0.64256 -0.21 0.00 -0.01
C 3.26693 2.53221 2.40211 0.08 -0.07 0.02
C 2.15714 4.24761 0.42779 0.08 -0.03 0.06
C 2.94036 5.19725 -0.22694 0.02 0.00 0.00
C 2.51349 6.50683 -0.37571 0.01 0.06 -0.01
C 1.29649 6.90123 0.15357 0.02 -0.06 0.02
C 0.50827 5.96644 0.80480 -0.05 0.04 0.00
C 0.90626 4.63844 0.93538 -0.06 -0.03 0.01
P -0.20884 3.40101 1.72215 0.08 -0.04 -0.17
C -0.11050 3.86152 3.49083 0.00 0.04 0.10
C -1.87147 4.04903 1.32615 -0.13 0.04 0.00
H 4.36203 2.73213 -1.19763 -0.01 0.01 -0.01
H 4.87189 1.59821 0.04938 0.03 -0.01 -0.01
H 5.05381 3.33856 0.32621 -0.01 -0.02 0.02
H 3.83070 3.43140 2.65297 -0.01 0.02 0.00
H 3.89155 1.65293 2.57335 0.00 0.01 0.00
H 2.40406 2.42227 3.05062 -0.02 0.06 0.04
H 3.90350 4.92005 -0.63114 -0.01 0.01 -0.02
H 3.13706 7.22010 -0.89894 0.01 0.00 0.00
H 0.96006 7.92458 0.05729 -0.01 0.02 0.00
H -0.44395 6.28263 1.20927 0.00 0.02 0.00
H -0.40592 4.90132 3.64333 0.00 0.00 -0.01
H 0.90103 3.72715 3.86833 0.01 -0.01 -0.01
H -0.76956 3.21188 4.06822 -0.01 0.00 -0.01
H -2.02635 5.08501 1.62825 0.03 -0.01 0.00
H -2.59488 3.43790 1.86485 0.02 -0.03 0.02
H -2.08233 3.94506 0.26189 0.04 0.02 -0.01
F -0.70294 -0.78689 2.73538 0.00 -0.08 0.08
B 0.68822 -0.87432 3.06467 0.04 -0.51 0.71
F 1.16365 0.46438 3.03236 0.10 0.13 0.23
F 0.90581 -1.48947 4.25034 0.02 0.00 0.00
F 1.30702 -1.52562 1.96224 0.07 0.00 0.09
C -4.64429 1.31261 3.90041 -0.13 0.00 -0.02
C -3.29286 0.98358 3.27802 0.07 -0.02 0.16
P -3.25428 0.62582 1.46499 0.35 0.02 -0.06
C -4.62138 1.67223 0.80323 -0.16 0.06 0.03
C -4.49850 1.90648 -0.69932 0.04 0.00 -0.11
C -4.02234 -1.05199 1.51343 -0.07 -0.09 0.18
C -4.76194 -1.50750 0.26154 -0.01 0.00 -0.09
H -4.58347 1.36433 4.98809 0.06 0.01 0.01
H -5.39534 0.55872 3.65788 0.01 -0.03 0.00
H -5.03115 2.26940 3.54655 0.03 0.01 0.02
H -2.86041 0.08998 3.73750 -0.03 0.01 -0.01
H -2.56754 1.77357 3.49334 -0.06 0.06 -0.04
H -4.58962 2.63398 1.32171 0.02 -0.01 0.00
H -5.59030 1.22869 1.05241 0.02 0.02 -0.01
H -3.53453 2.35655 -0.94539 -0.01 0.01 0.02
H -5.28393 2.56992 -1.06426 -0.02 0.01 0.02
H -4.55907 0.97907 -1.26742 -0.01 -0.07 0.03
H -4.70981 -1.08145 2.36515 0.00 0.00 -0.03
H -3.21056 -1.74133 1.76166 0.00 0.02 -0.06
H -5.65749 -0.90844 0.09144 -0.01 0.03 -0.01
H -5.08274 -2.54479 0.36473 0.01 0.00 0.03
H -4.14699 -1.44730 -0.63509 0.07 0.01 -0.02
```
Forces are in eV/Å.

Results of the Mulliken charge analysis, in e, for atoms 1 through 8: atom 1 (Eu): 0.999, atom 2 (C): -0.168, atom 3 (Si): -0.775, atom 4 (C): -0.885, atom 5 (N): 0.934, atom 6 (C): -0.270, atom 7 (C): -0.699, atom 8 (C): -0.739



Entry 2:
C35H56AsN4O5PS3V | wB97M-V/def2-TZVPD

## Properties
Relative energy (zero: lowest compared OMol25 entry of this formula, charge and spin)   6.1 kcal/mol
2S+1   4
Maximum force   0.6 eV Å⁻¹
HOMO energy (spin up / spin down)   -6.292 / -6.887 eV
LUMO energy (spin up / spin down)   0.01154 / 0.01153 Ha

```
106
Properties=species:S:1:pos:R:3:forces:R:3
V 1.77769 -1.21263 0.66572 0.56 0.15 -0.29
C -1.10994 -1.15834 1.10113 0.01 0.16 -0.09
N -0.04243 -2.11547 1.44412 -0.08 -0.12 0.08
C -0.15607 -3.36871 0.67514 -0.02 0.06 0.01
C -0.10851 -3.07281 -0.81471 -0.02 0.05 -0.02
N 1.09995 -2.30361 -1.24420 -0.17 0.15 -0.06
C 0.69452 -1.28274 -2.23791 0.00 0.00 0.03
C 2.12030 -3.21353 -1.76313 0.02 -0.04 -0.04
C 2.05900 -3.64198 -3.08682 0.02 -0.01 0.04
C 3.01543 -4.50000 -3.60618 -0.02 0.01 0.00
C 4.04329 -4.93957 -2.77852 0.00 0.01 0.02
C 4.10330 -4.52331 -1.46098 -0.01 0.00 -0.02
C 3.14556 -3.65357 -0.90755 -0.02 0.01 -0.06
S 3.29430 -3.12364 0.74586 -0.09 -0.11 0.08
C -0.03918 -2.28999 2.89308 0.02 0.00 -0.02
C -1.00328 -3.08663 3.49909 0.03 -0.01 0.01
C -1.08757 -3.16966 4.88062 0.00 -0.01 -0.02
C -0.19908 -2.42959 5.65279 0.02 0.02 0.00
C 0.75341 -1.62923 5.04920 -0.02 -0.02 0.03
C 0.86380 -1.53678 3.65614 0.02 0.01 -0.02
S 2.08794 -0.49951 2.94436 -0.15 0.09 0.12
H -2.09503 -1.64369 1.08545 0.00 0.00 0.08
H -0.94498 -0.70590 0.12336 0.01 -0.02 0.03
H -1.10526 -0.35307 1.83797 -0.02 -0.02 0.01
H -1.10541 -3.88155 0.87622 -0.01 0.00 0.00
H 0.66790 -4.01476 0.97379 0.00 -0.02 0.01
H -0.98578 -2.48443 -1.08930 0.00 -0.01 -0.01
H -0.16724 -4.00997 -1.37308 0.01 -0.01 0.00
H 0.05857 -1.69241 -3.02954 0.01 -0.02 -0.01
H 1.57542 -0.84079 -2.69907 0.01 0.00 0.01
H 0.14264 -0.48551 -1.73771 0.01 -0.02 0.00
H 1.25757 -3.29813 -3.72877 0.00 0.00 0.01
H 2.95732 -4.81944 -4.63819 0.00 0.00 0.00
H 4.80249 -5.60978 -3.16347 0.00 0.00 0.01
H 4.90672 -4.85996 -0.81794 0.00 0.00 0.00
H -1.69710 -3.65320 2.88835 0.00 0.00 0.00
H -1.82755 -3.80875 5.34523 0.00 0.00 0.00
H -0.24474 -2.48308 6.73410 0.00 0.00 0.00
H 1.44110 -1.04963 5.65140 0.00 0.00 0.00
C -4.78643 0.16598 -3.59901 -0.01 0.00 -0.03
C -3.94631 0.08502 -2.34629 0.02 -0.02 0.03
O -3.52452 1.40396 -1.98231 -0.01 0.00 0.09
P -2.00507 1.53371 -1.35068 -0.05 -0.04 -0.11
O -1.11643 1.76812 -2.67816 -0.07 -0.06 0.01
C -1.46610 2.73644 -3.68584 0.03 0.05 0.03
C -1.18137 2.13804 -5.04256 0.01 0.00 -0.02
O -2.13710 3.07725 -0.86150 -0.06 0.03 -0.01
C -2.89045 3.33400 0.33773 0.04 -0.03 0.02
C -3.41914 4.74598 0.27449 0.01 0.04 -0.01
H -5.15276 -0.82415 -3.87530 0.00 0.01 0.00
H -4.19979 0.56361 -4.42811 -0.01 0.00 0.01
H -5.64268 0.82149 -3.44008 0.00 -0.01 0.00
H -3.07536 -0.56081 -2.51345 -0.02 0.02 0.00
H -4.51992 -0.34324 -1.51880 0.00 0.01 -0.01
H -0.86324 3.62976 -3.51109 0.00 0.00 0.00
H -2.51655 3.01039 -3.58305 0.00 -0.01 0.00
H -0.13356 1.84640 -5.12169 -0.01 0.00 0.00
H -1.39813 2.86368 -5.82814 0.00 -0.01 0.01
H -1.79784 1.25349 -5.20968 0.00 0.01 0.00
H -2.24032 3.19194 1.20521 0.00 -0.02 0.00
H -3.71751 2.62033 0.41170 -0.01 0.01 -0.02
H -2.59637 5.45458 0.17487 0.00 0.00 0.00
H -3.96609 4.98371 1.18840 0.00 0.00 0.00
H -4.08823 4.86878 -0.57718 0.00 0.00 0.00
N 5.40861 -1.60748 -3.56425 -0.05 0.03 0.01
C 5.65811 -0.31606 -3.23420 0.03 0.00 -0.02
O 6.29491 0.43931 -3.94519 0.00 -0.02 0.02
C 5.09043 0.15047 -1.92644 0.05 -0.02 0.00
C 5.67438 1.22166 -1.26365 -0.01 0.01 -0.02
C 5.14479 1.61483 -0.04840 -0.04 -0.01 0.03
C 4.03439 0.94891 0.45065 0.04 0.04 -0.02
N 3.45031 -0.06000 -0.19665 0.11 -0.07 0.08
C 3.98642 -0.45032 -1.35229 0.06 -0.06 0.05
H 5.78612 -1.94311 -4.43312 0.02 -0.01 -0.01
H 5.00788 -2.27789 -2.92729 0.02 0.01 0.00
H 6.53018 1.71476 -1.70561 0.00 0.00 0.00
H 5.58236 2.42503 0.51812 -0.01 0.00 0.00
H 3.58983 1.22702 1.39812 0.00 0.00 0.01
H 3.50866 -1.29193 -1.83107 -0.01 0.01 -0.04
C 2.00785 3.76507 -0.39851 -0.01 -0.03 0.03
C 0.89785 3.83215 0.65097 -0.02 0.01 -0.01
C 0.73626 2.36758 1.03659 -0.07 0.06 0.01
O 1.12432 1.60312 -0.12086 -0.17 -0.20 -0.02
C 1.65741 2.47512 -1.12459 0.12 0.04 0.03
H 2.98325 3.67673 0.08512 0.00 0.01 -0.01
H 2.03124 4.62633 -1.06555 -0.01 0.00 0.00
H -0.02272 4.20920 0.19949 0.03 0.00 -0.01
H 1.14747 4.45713 1.50726 0.00 -0.01 0.00
H -0.28626 2.09882 1.29989 -0.01 0.00 0.00
H 1.37347 2.08107 1.87743 -0.01 0.01 -0.02
H 0.90103 2.65035 -1.89127 -0.02 -0.01 -0.02
H 2.51621 1.98491 -1.58892 -0.01 0.02 0.02
C -3.29895 0.17465 6.08587 0.00 0.03 -0.02
As -3.18016 0.95821 4.32598 0.02 -0.06 0.09
C -3.86946 -0.43137 3.17334 0.02 0.01 0.01
C -4.54151 2.33157 4.27631 0.01 -0.03 0.01
S -1.27246 1.62108 3.85543 -0.12 0.03 -0.03
H -4.29555 -0.22766 6.26591 0.00 0.01 -0.01
H -3.06046 0.93553 6.82610 0.01 0.01 0.00
H -2.55430 -0.61872 6.13436 0.00 -0.01 -0.01
H -4.87787 -0.70912 3.47985 0.00 0.02 0.01
H -3.20322 -1.28943 3.25513 -0.01 0.01 0.00
H -3.87401 -0.07208 2.14549 0.00 0.01 0.00
H -5.50266 1.93110 4.59809 0.01 0.00 -0.01
H -4.61649 2.70521 3.25641 0.00 0.00 0.00
H -4.23545 3.14511 4.93044 0.01 0.00 0.01
```
Forces are in eV/Å.

Results of the Mulliken charge analysis, in e, for atoms 1 through 8: atom 1 (V): 0.770, atom 2 (C): 1.052, atom 3 (N): 1.839, atom 4 (C): -1.186, atom 5 (C): -1.256, atom 6 (N): 2.682, atom 7 (C): -1.290, atom 8 (C): -1.415